(one)
ORCA calculation (the ωB97M-V functional and the def2-TZVPD basis) on a 2-piece molecular cluster, C3H9NO overall.

charge	+1
2S+1	2
Kohn-Sham gap (spin up / spin down)	6.19 / 2.09	eV
lowest unoccupied orbital energy (spin up / spin down)	-6.35 / -10.44	eV

Each line ends with the Löwdin spin population.
Cartesian coordinates (Å):
C 1.901 -2.114 -0.806  0.00
C 3.053 -3.033 -1.258  0.00
H 1.808 -1.385 -0.035  0.00
H 1.022 -2.694 -0.854  0.00
H 1.860 -1.175 -1.528  0.00
H 3.931 -2.932 -0.814  0.00
H 2.660 -4.066 -1.513  0.00
H 3.243 -2.602 -2.232  0.00
C -2.709 3.006 1.823  0.08
N -3.801 3.519 1.157  0.09
O -2.104 3.679 2.662  0.78
H -2.241 2.174 1.241  0.04
H -4.581 3.034 0.941  0.00
H -4.042 4.589 1.218  0.00

***

(two)
ORCA calculation (the ωB97M-V functional and the def2-TZVPD basis) on a 2-piece molecular cluster, C3H9NO overall.

charge	+1
2S+1	2
Kohn-Sham gap (spin up / spin down)	11.30 / 7.45	eV
lowest unoccupied orbital energy (spin up / spin down)	-3.99 / -7.96	eV

Each line ends with the Löwdin spin population.
Cartesian coordinates (Å):
C -0.124 2.228 0.883  0.45
C -0.383 1.156 0.062  0.10
N 0.288 0.051 -0.332  0.32
C -0.111 -0.550 -1.638  0.03
H 0.868 2.350 1.301  0.02
H -0.885 2.993 0.850  0.02
H -1.417 1.056 -0.287  0.00
H 1.290 0.108 -0.143  0.00
H -0.692 -1.460 -1.468  0.01
H 0.807 -0.823 -2.144  0.01
H -0.883 0.083 -2.073  0.01
H -0.192 -1.372 0.833  0.00
H 0.467 -2.286 1.855  0.00
O 0.233 -2.241 0.918  0.03

***

Result of the stability comparison: (one) is the least stable of them.